# 1
DFT (the ωB97M-V functional and the def2-TZVPD basis) results for a cluster of 4 separate species, C3H12IN6O3 in total in a non-equilibrium geometry.

net charge = -1
strongest force on any atom = 1.069 eV/Å
HOMO = -4.6 eV
orbital gap = 0.27617 Ha
electronic energy = -973.70666 Eh
energy above the lowest of the compared OMol25 structures with the same formula, charge and spin = 0.672 eV

Atoms and positions in Å:
I -0.59307 0.81537 -0.51383
C -3.66329 -1.23592 2.34244
O -2.77484 -2.03848 2.55899
N -3.44288 0.00619 1.78521
N -4.96058 -1.47316 2.74895
H -4.20420 0.40721 1.26722
H -2.49575 0.07660 1.42287
H -5.66057 -0.81762 2.45004
H -5.22279 -2.42752 2.90709
C 3.47491 2.13338 0.56044
O 3.61005 1.53280 -0.48276
N 4.56101 2.59202 1.29454
N 2.26890 2.43630 1.14072
H 5.44083 2.64329 0.81687
H 4.36879 3.27478 2.00645
H 2.26161 2.65341 2.12272
H 1.42715 1.97981 0.79430
C 0.90048 -1.85550 -3.56259
O 1.33379 -2.50259 -4.50652
N 1.61243 -0.89386 -2.91206
N -0.31516 -2.10086 -2.99095
H 1.16640 -0.22283 -2.29767
H 2.50707 -0.63630 -3.28521
H -0.92796 -2.71338 -3.49422
H -0.67234 -1.63313 -2.17304

=====

# 2
DFT (the ωB97M-V functional and the def2-TZVPD basis) results for a cluster of 2 separate species, C8H11N2 in total in a non-equilibrium geometry.

net charge = +1
strongest force on any atom = 4.732 eV/Å
HOMO = -13.5 eV
orbital gap = 0.32943 Ha
electronic energy = -420.55636 Eh
energy above the lowest of the compared OMol25 structures with the same formula, charge and spin = 3.907 eV

Atoms and positions in Å:
C -2.37419 0.74346 0.53314
C -2.12731 -0.39070 1.34412
C -1.76476 0.84064 -0.76343
C -1.19905 -1.32085 0.83167
C -0.95688 -0.13419 -1.21664
C 2.17903 0.40616 0.33071
C 2.45472 -0.75458 0.25041
C 1.84209 1.78786 0.18027
N 0.08487 -2.25472 -0.81107
N -0.67824 -1.20916 -0.41135
H -3.01812 1.61838 0.69259
H -2.39771 -0.64652 2.36768
H -1.80634 1.60111 -1.47164
H -1.00735 -2.15012 1.56003
H -0.56825 0.02296 -2.23650
H 0.85256 -1.91209 -1.34718
H 2.48873 -1.76796 0.52081
H 0.22359 -2.90936 -0.04113
H 0.86190 2.04777 0.22898
H 2.47217 2.32192 0.88383
H 2.11460 2.28905 -0.86854

=====

# 3
DFT (the ωB97M-V functional and the def2-TZVPD basis) results for a cluster of 2 separate species, C7H6Br2NO5 in total in a non-equilibrium geometry.

net charge = -1
strongest force on any atom = 4.324 eV/Å
HOMO = -5.5 eV
orbital gap = 0.31946 Ha
electronic energy = -5849.36046 Eh
energy above the lowest of the compared OMol25 structures with the same formula, charge and spin = 2.028 eV

Atoms and positions in Å:
C -0.35923 -0.32730 0.52855
C 0.25086 1.50779 -0.56854
C -3.46918 0.71009 -1.56331
C 0.82900 -0.89924 -0.29709
C 1.00648 0.30812 -1.23830
C -4.24058 -0.26321 0.75945
C -3.76631 0.80648 -0.19142
N -0.64663 0.90711 0.34152
O -4.67519 1.16402 -1.32319
O -0.96846 -1.15463 1.27659
O 0.38917 2.72793 -0.85531
O -2.79697 0.55168 -2.50671
O -3.66337 -0.11609 1.87114
Br -3.43986 -2.13958 -0.24567
Br -3.24685 2.46718 0.60096
H 1.63468 -0.94797 0.38787
H 0.76819 -1.85509 -0.73867
H 0.53093 0.31218 -2.22761
H 2.11528 0.46402 -1.34927
H -5.26337 -0.54824 0.81332
H -1.84475 -0.74655 1.56386

=====

# 4
DFT (the ωB97M-V functional and the def2-TZVPD basis) results for a cluster of 2 separate species, CHN3S in total in a non-equilibrium geometry.

strongest force on any atom = 6.049 eV/Å
<S²> = 2.017
spin multiplicity = 3
HOMO (spin up / spin down) = -5.1 / -12.2 eV
orbital gap (spin up / spin down) = 0.19981 / 0.29548 Ha
electronic energy = -600.95953 Eh
energy above the lowest of the compared OMol25 structures with the same formula, charge and spin = 0.235 eV

Atoms and positions in Å:
C 0.75878 0.10062 -0.31871
N 0.12300 0.94445 0.08696
N -1.76106 0.97239 1.66312
N -2.46960 0.13338 1.54568
S 1.68953 -1.22003 -0.86028
H 1.65936 -0.93081 -2.11677